Entry from the Open Molecules 2025 dataset: 5 unconnected molecules or ions with the total composition C20H27F12N4O8S in a non-equilibrium geometry (ωB97M-V with the def2-TZVPD basis set).

## Properties
charge = +1
Kohn-Sham gap = 0.319 hartree
electronic energy = -3195.601146 a.u.
HOMO energy = -12.41 eV
largest force on an atom = 0.06126 hartree/bohr

Geometry as XYZ:
```
72
Properties=species:S:1:pos:R:3:lowdin_charge:R:1
N 0.536 2.780 2.122 0.114
C 3.809 -3.633 -1.311 -0.187
F -4.167 -3.352 3.657 0.175
H -6.954 0.019 6.842 0.083
F -3.279 -3.119 -4.886 0.167
H 6.386 2.992 -5.309 0.088
C 3.834 -2.775 0.883 -0.403
O 3.356 -3.770 1.333 0.187
N 0.566 3.047 -0.180 0.116
C -6.100 -2.079 4.210 -0.397
C -0.356 4.041 0.448 -0.051
H 3.121 2.519 1.664 0.148
O -6.749 -3.029 4.522 0.185
H 2.084 -2.622 -2.100 0.075
C 2.705 4.017 -2.873 -0.511
F -1.274 -3.672 -5.449 0.171
H 7.001 4.467 -3.383 0.130
C -7.702 -0.675 6.454 -0.058
F 2.481 4.508 -4.086 0.200
H -1.359 -2.870 -0.660 0.126
O -0.473 -2.891 -2.950 0.157
H -8.669 -0.434 6.894 0.086
H 1.127 3.377 -0.969 0.110
F 1.699 3.153 -2.603 0.126
F 3.892 -0.389 1.134 0.121
C -1.628 -3.113 -3.168 -0.383
H 6.002 1.692 -4.194 0.079
O 4.262 2.305 -2.180 0.158
C 2.348 -3.602 -1.701 -0.068
C 6.623 2.579 -4.327 -0.052
H -1.588 3.475 2.301 0.164
F -4.817 -1.884 2.218 0.133
H 7.668 2.274 -4.316 0.090
C 6.356 3.602 -3.244 -0.181
H 6.564 3.200 -2.252 0.126
O 4.113 -2.558 -0.398 0.028
N 2.522 2.187 0.919 0.245
C 4.256 -1.560 1.718 -0.522
F 5.584 -1.519 1.877 0.176
N -1.170 1.816 0.904 0.058
H -8.080 0.404 4.640 0.124
O 4.998 4.090 -3.320 0.049
C 1.289 2.643 0.903 -0.316
O -2.625 -2.887 -2.318 0.044
C -2.167 -3.736 -4.460 -0.537
H -1.105 4.473 -0.220 0.140
F -2.473 -5.029 -4.276 0.171
C -2.354 1.652 0.794 -0.772
H -7.413 -1.674 6.782 0.080
H 4.093 -4.595 -0.885 0.129
H -2.924 -0.365 -1.488 0.082
F 3.710 -1.573 2.931 0.177
O -6.469 -0.808 4.360 0.024
H 0.759 3.640 2.635 0.147
C -2.248 -2.362 -1.034 -0.180
C -4.726 -2.149 3.536 -0.533
F -3.858 -1.263 4.054 0.149
C -0.835 3.100 1.604 -0.227
C -7.768 -0.594 4.944 -0.196
C -2.040 -0.865 -1.090 -0.076
H -8.494 -1.298 4.536 0.127
S -3.866 1.352 1.080 0.834
H -3.066 -2.601 -0.356 0.127
H -1.205 -0.610 -1.745 0.082
H 4.432 -3.474 -2.189 0.127
H 2.131 -4.358 -2.454 0.089
C 4.075 3.344 -2.748 -0.405
H 0.336 4.771 0.904 0.131
H -1.831 -0.475 -0.098 0.035
H 1.705 -3.781 -0.838 0.077
F 2.581 5.042 -2.005 0.160
H 2.829 1.479 0.260 0.127
```